Molecular formula: C32H41ClF9N2O6S
Method: DFT, wB97M-V/def2-TZVPD

CARTESIAN COORDINATES (ANGSTROEM)
1 C 0.3655 1.0983 -1.2938
2 C -0.4796 0.8485 -0.2048
3 C -1.4513 0.2924 1.0048
4 C -2.9758 0.9402 1.2377
5 C -3.5853 2.1399 0.2857
6 C -2.6240 3.4669 0.1647
7 C -1.9907 3.6628 -1.3706
8 Cl -3.7120 4.9921 0.4186
9 C -3.8297 0.2353 2.4912
10 C -5.3826 0.7422 2.8430
11 C -6.4741 -0.2879 2.1820
12 C -6.9795 0.1483 0.6649
13 C -7.1131 -1.2481 -0.2463
14 C -5.7173 -1.5178 -1.1292
15 F -5.5666 -0.3029 -1.9843
16 F -4.6370 -1.6276 -0.0781
17 C -5.9760 -2.9072 -1.9539
18 F -5.9526 -4.1264 -1.0613
19 F -7.3598 -2.9198 -2.5608
20 S -4.7919 -3.2571 -3.3549
21 F -5.9336 -4.4275 -3.9755
22 F -5.4094 -2.0179 -4.3649
23 F -3.5326 -2.2891 -2.7161
24 F -4.1375 -4.5774 -2.4120
25 F -3.7275 -3.6875 -4.6471
26 C -3.1542 -0.9913 3.4062
27 O -4.0217 -1.4946 4.5050
28 C -4.6895 -2.7694 4.0872
29 N -5.6565 -3.5558 3.6604
30 N -1.7371 -1.5346 3.1275
31 C -1.1956 -2.6695 3.9844
32 O -0.8918 -3.9043 3.2444
33 O -1.6445 -4.0508 2.1905
34 C -0.8831 -0.9279 1.9952
35 C 0.6686 -1.4252 1.6635
36 C 1.7106 -0.2258 2.1767
37 O 1.4085 0.6070 3.1813
38 C 3.1358 -0.1086 1.3528
39 C 3.7782 1.3382 0.8154
40 C 5.2367 1.3077 0.0168
41 C 6.0315 -0.1374 -0.2485
42 C 5.3722 -1.5769 0.2607
43 C 3.9295 -1.5319 1.0490
44 H 1.1687 1.1837 -2.1588
45 H -3.7619 1.7407 -0.8238
46 H -4.6446 2.5226 0.6752
47 H -1.7368 3.5037 0.9340
48 H -2.1914 2.6822 -2.0115
49 H -2.3709 4.6419 -1.8879
50 H -0.8141 3.7462 -1.2871
51 H -5.5441 1.8742 2.5530
52 H -5.4552 0.6986 4.0335
53 H -6.0005 -1.3540 2.0717
54 H -7.3622 -0.3954 2.9543
55 H -6.2222 0.9202 0.2011
56 H -8.0321 0.6544 0.8070
57 H -8.0538 -1.0720 -0.9321
58 H -7.3225 -2.1562 0.4960
59 H -0.1867 -2.2928 4.4942
60 H -1.9023 -2.9709 4.8800
61 H -2.6084 -4.0281 2.4628
62 H 0.9845 -2.3937 2.2392
63 H 0.7263 -1.5692 0.4932
64 H 3.2266 2.3656 0.9988
65 H 5.7930 2.2718 -0.3809
66 H 7.0728 -0.2200 -0.7942
67 H 5.8804 -2.6227 0.0890
68 H 3.4257 -2.5381 1.4364
69 C 2.1755 6.6053 -0.7254
70 C 2.3941 5.2267 -1.3281
71 C 3.5075 5.2446 -2.3632
72 O 1.1865 4.7824 -1.9410
73 H 1.8827 7.3277 -1.4955
74 H 1.3631 6.5799 0.0089
75 H 3.0824 6.9688 -0.2321
76 H 2.6407 4.5130 -0.5345
77 H 3.2619 5.9188 -3.1913
78 H 3.6453 4.2484 -2.7973
79 H 4.4543 5.5672 -1.9190
80 H 0.9598 5.4102 -2.6470
81 C 10.2793 -1.6223 -1.4101
82 C 9.4069 -2.8616 -1.2888
83 C 9.9564 -4.0097 -2.1203
84 O 8.0854 -2.5532 -1.7244
85 H 10.3210 -1.2725 -2.4477
86 H 9.8650 -0.8005 -0.8163
87 H 11.2994 -1.8226 -1.0677
88 H 9.3433 -3.1655 -0.2383
89 H 9.9866 -3.7445 -3.1831
90 H 9.3117 -4.8909 -2.0331
91 H 10.9667 -4.2815 -1.7992
92 H 8.1322 -2.2823 -2.6562

Values from the calculation:
**Total charge**: +1
**Calculated total energy**: -3560.492277 Ha
**Orbital gap**: 0.2162 Ha

Quick look at the Mulliken charges, all values in e: number 1, C, carries -0.753; number 2, C, carries -0.555; number 3, C, carries 0.727; number 4, C, carries 0.341; number 5, C, carries -0.570; number 6, C, carries 0.156; number 7, C, carries -0.679; number 8, Cl, carries -0.211; number 9, C, carries -0.009; number 10, C, carries -1.088; number 11, C, carries -0.171; number 12, C, carries -0.287; number 13, C, carries -1.155; number 14, C, carries 0.614; number 15, F, carries -0.286; number 16, F, carries -0.114; number 17, C, carries 0.878; number 18, F, carries -0.255; number 19, F, carries -0.262; number 20, S, carries 1.086; number 21, F, carries -0.307; number 22, F, carries -0.271; number 23, F, carries -0.266; number 24, F, carries -0.320; number 25, F, carries -0.285; number 26, C, carries 0.204; number 27, O, carries -0.294; number 28, C, carries 0.395; number 29, N, carries -0.405; number 30, N, carries 0.511; number 31, C, carries -0.667; number 32, O, carries -0.174; number 33, O, carries -0.239; number 34, C, carries 0.209; number 35, C, carries -0.743; number 36, C, carries 0.553; number 37, O, carries -0.555; number 38, C, carries 0.303; number 39, C, carries -0.293; number 40, C, carries -0.491; number 41, C, carries -0.199; number 42, C, carries -0.328; number 43, C, carries -0.263; number 44, H, carries 0.347; number 45, H, carries 0.201; number 46, H, carries 0.346; number 47, H, carries 0.403; number 48, H, carries 0.218; number 49, H, carries 0.435; number 50, H, carries -0.057; number 51, H, carries 0.401; number 52, H, carries 0.367; number 53, H, carries -0.060; number 54, H, carries 0.329; number 55, H, carries 0.064; number 56, H, carries 0.385; number 57, H, carries 0.434; number 58, H, carries 0.386; number 59, H, carries 0.334; number 60, H, carries 0.307; number 61, H, carries 0.320; number 62, H, carries 0.566; number 63, H, carries 0.417; number 64, H, carries 0.365; number 65, H, carries 0.296; number 66, H, carries 0.240; number 67, H, carries 0.323; number 68, H, carries 0.145; number 69, C, carries -1.377; number 70, C, carries 0.839; number 71, C, carries -1.304; number 72, O, carries -0.464; number 73, H, carries 0.354; number 74, H, carries 0.331; number 75, H, carries 0.387; number 76, H, carries -0.150; number 77, H, carries 0.385; number 78, H, carries 0.310; number 79, H, carries 0.371; number 80, H, carries 0.305; number 81, C, carries -1.262; number 82, C, carries 0.443; number 83, C, carries -1.313; number 84, O, carries -0.511; number 85, H, carries 0.328; number 86, H, carries 0.298; number 87, H, carries 0.400; number 88, H, carries 0.258; number 89, H, carries 0.350; number 90, H, carries 0.321; number 91, H, carries 0.376; number 92, H, carries 0.331

Molecular formula: C9H14I2N2O2RbSbSe4
Method: DFT, wB97M-V/def2-TZVPD

CARTESIAN COORDINATES (ANGSTROEM)
1 Rb -1.8738 -0.9189 0.1161
2 I -3.6175 -3.3126 1.9178
3 I 0.3678 -1.1539 -7.2298
4 C 2.1047 1.0556 1.3581
5 C 1.1218 0.3849 2.2548
6 N 0.4357 -0.7021 1.9736
7 C -0.3134 -0.9750 3.1013
8 C -0.0711 -0.0351 4.0555
9 N 0.8540 0.8198 3.5085
10 H 1.6795 1.1845 0.3628
11 H 3.0079 0.4508 1.2623
12 H 2.3750 2.0374 1.7459
13 H -0.9909 -1.8158 3.1421
14 H -0.4811 0.1138 5.0381
15 H 1.1899 1.6909 3.9120
16 C 1.0206 -2.2749 -3.5142
17 C -0.2462 -3.0819 -3.8676
18 C -1.3796 -2.1001 -3.5873
19 O -0.8767 -1.2407 -2.5550
20 C 0.4684 -0.9594 -2.9538
21 H 1.6178 -2.0856 -4.4048
22 H 1.6273 -2.7954 -2.7724
23 H -0.3410 -3.9654 -3.2344
24 H -0.2433 -3.3839 -4.9140
25 H -2.2942 -2.5632 -3.2172
26 H -1.5919 -1.5080 -4.4825
27 H 1.0023 -0.5881 -2.0777
28 H 0.4586 -0.1921 -3.7340
29 O -1.8579 1.9109 0.8998
30 C -1.4467 2.7891 1.5988
31 Se -1.0222 7.1038 3.7222
32 Sb -0.2098 4.8865 3.4723
33 Se -0.0975 4.0555 1.0308
34 Se -2.0756 3.1018 3.4024
35 Se 1.6994 4.0666 4.6692

Values from the calculation:
**Total charge**: -2
**ΔE to the lowest compared entry with this formula, charge and spin**: 0.000 eV
**Calculated total energy**: -11077.083256 Ha
**Orbital gap**: 0.2020 Ha

Quick look at the Mulliken charges, all values in e: number 1, Rb, carries 0.980; number 2, I, carries -0.941; number 3, I, carries -0.924; number 4, C, carries -0.964; number 5, C, carries 0.448; number 6, N, carries -0.658; number 7, C, carries -0.205; number 8, C, carries -0.591; number 9, N, carries 0.290; number 10, H, carries 0.197; number 11, H, carries 0.313; number 12, H, carries 0.237; number 13, H, carries 0.400; number 14, H, carries 0.421; number 15, H, carries 0.053; number 16, C, carries -0.463; number 17, C, carries -0.488; number 18, C, carries -0.450; number 19, O, carries -0.355; number 20, C, carries -0.318; number 21, H, carries 0.255; number 22, H, carries 0.240; number 23, H, carries 0.258; number 24, H, carries 0.286; number 25, H, carries 0.334; number 26, H, carries 0.206; number 27, H, carries 0.175; number 28, H, carries 0.255; number 29, O, carries -0.381; number 30, C, carries 0.385; number 31, Se, carries -0.587; number 32, Sb, carries 0.759; number 33, Se, carries -0.254; number 34, Se, carries -0.255; number 35, Se, carries -0.658

Molecular formula: C2I3NO3
Method: DFT, wB97M-V/def2-TZVPD

CARTESIAN COORDINATES (ANGSTROEM)
1 C 1.1792 -0.0831 1.2322
2 C 2.0767 -0.4090 0.3557
3 N -2.2150 0.1805 -1.0461
4 O -2.5102 -0.8128 -1.5948
5 O -1.7591 1.1646 -1.4999
6 O 0.1683 0.2062 1.7083
7 I 2.6007 1.4355 -0.5671
8 I 3.4570 -1.9912 0.4232
9 I -2.9977 0.3095 0.9887

Values from the calculation:
**Total charge**: 0
**ΔE to the lowest compared entry with this formula, charge and spin**: 2.976 eV
**Calculated total energy**: -1249.589238 Ha
**Orbital gap**: 0.2703 Ha

Quick look at the Mulliken charges, all values in e: number 1, C, carries 0.578; number 2, C, carries -0.503; number 3, N, carries 0.677; number 4, O, carries -0.439; number 5, O, carries -0.423; number 6, O, carries -0.323; number 7, I, carries 0.100; number 8, I, carries 0.154; number 9, I, carries 0.179

Molecular formula: C3H8N2O
Method: DFT, wB97M-V/def2-TZVPD

CARTESIAN COORDINATES (ANGSTROEM)
1 H -3.9630 -2.4021 -4.4326
2 N -3.5957 -2.0442 -3.5015
3 C -2.5496 -1.3578 -3.7419
4 N -2.0461 -0.4070 -2.7922
5 H -2.1214 -1.3440 -4.6726
6 H -1.7345 0.5610 -2.9613
7 H -2.5083 -0.6383 -1.9373
8 C 2.8497 1.7470 3.5299
9 C 2.3266 0.2250 3.2033
10 O 1.2126 0.1380 2.6314
11 H 2.8074 1.9108 4.5986
12 H 3.9463 1.6377 3.4548
13 H 2.5625 2.6075 2.8655
14 H 2.8136 -0.6337 3.7560

Values from the calculation:
**Total charge**: 0
**SMILES**: [H]/N=C/N.CC=O
**ΔE to the lowest compared entry with this formula, charge and spin**: 2.976 eV
**Calculated total energy**: -303.782774 Ha
**Orbital gap**: 0.3664 Ha

Quick look at the Mulliken charges, all values in e: number 1, H, carries 0.240; number 2, N, carries -0.637; number 3, C, carries 0.001; number 4, N, carries -0.463; number 5, H, carries 0.375; number 6, H, carries 0.223; number 7, H, carries 0.261; number 8, C, carries -0.808; number 9, C, carries 0.147; number 10, O, carries -0.452; number 11, H, carries 0.275; number 12, H, carries 0.280; number 13, H, carries 0.269; number 14, H, carries 0.288

Molecular formula: C11H14OSe
Method: DFT, wB97M-V/def2-TZVPD

CARTESIAN COORDINATES (ANGSTROEM)
1 C -4.3973 0.8727 -0.3032
2 C -3.4487 1.0782 -1.3514
3 C -4.0211 0.1345 0.7860
4 C -2.1003 0.6549 -1.1440
5 C -2.8276 -0.4668 0.8518
6 C -1.8131 -0.1366 -0.0623
7 C 0.8296 1.3433 1.4914
8 C 2.9778 -1.7151 0.6538
9 C 3.6229 0.2378 -0.7777
10 C 1.1539 -0.3836 -0.7821
11 C 2.5872 -0.8740 -0.6791
12 O 0.5847 2.3774 2.0254
13 Se -0.0999 -1.0043 0.3149
14 H -5.3874 1.4097 -0.2474
15 H -3.7878 1.5859 -2.1914
16 H -4.5838 0.0759 1.6894
17 H -1.4233 0.9187 -1.8646
18 H -2.6756 -1.1793 1.7325
19 H 0.1269 0.3529 1.8464
20 H 3.9795 -1.9557 0.5495
21 H 2.2984 -2.6117 0.6822
22 H 2.8596 -1.0635 1.5371
23 H 4.5062 -0.2587 -0.9060
24 H 3.7260 0.7509 0.2044
25 H 3.4901 1.0469 -1.4684
26 H 1.0936 0.5731 -1.2124
27 H 2.7293 -1.7635 -1.3747

Values from the calculation:
**Total charge**: 0
**ΔE to the lowest compared entry with this formula, charge and spin**: 5.472 eV
**Calculated total energy**: -2904.009226 Ha
**Orbital gap (alpha / beta)**: 0.2834 / 0.2612 Ha

Quick look at the Mulliken charges, all values in e: number 1, C, carries -0.396; number 2, C, carries -0.660; number 3, C, carries -0.348; number 4, C, carries -0.387; number 5, C, carries -0.502; number 6, C, carries 0.569; number 7, C, carries 0.135; number 8, C, carries -1.629; number 9, C, carries -1.563; number 10, C, carries -0.640; number 11, C, carries 0.785; number 12, O, carries -0.361; number 13, Se, carries -0.003; number 14, H, carries 0.282; number 15, H, carries 0.437; number 16, H, carries 0.355; number 17, H, carries 0.474; number 18, H, carries 0.190; number 19, H, carries 0.153; number 20, H, carries 0.537; number 21, H, carries 0.389; number 22, H, carries 0.319; number 23, H, carries 0.477; number 24, H, carries 0.302; number 25, H, carries 0.417; number 26, H, carries 0.434; number 27, H, carries 0.234

Molecular formula: C19H21NO5PSe2SnTe2
Method: DFT, wB97M-V/def2-TZVPD

CARTESIAN COORDINATES (ANGSTROEM)
1 Sn 1.4463 -0.5822 -1.4714
2 O 6.1027 -0.0276 0.9656
3 C 4.8172 -0.3891 0.8428
4 O 4.4416 -1.3854 0.2904
5 C 3.9223 0.6159 1.5439
6 O 2.5551 0.3544 1.3373
7 C 1.9846 -0.6017 2.2069
8 C 2.0602 -2.0274 1.6770
9 O 2.4017 -2.9415 2.4040
10 O 1.6953 -2.2210 0.4331
11 H 6.6405 -0.7132 0.5401
12 H 4.1819 0.6045 2.6077
13 H 4.1436 1.6145 1.1687
14 H 2.4505 -0.5834 3.1924
15 H 0.9264 -0.3551 2.3157
16 Se -0.2972 -4.9823 0.1406
17 Te 1.9557 -4.4485 0.1520
18 Te 2.5863 -3.8103 -2.4357
19 Se 0.4933 -2.5685 -2.9183
20 C -2.2787 -0.2891 -2.1017
21 P -1.1516 -0.1538 -0.6762
22 C -1.3181 1.5497 -0.0841
23 C -0.1862 2.3093 0.1936
24 C -0.3159 3.6131 0.6578
25 C -1.5753 4.1605 0.8397
26 C -2.7115 3.4068 0.5651
27 C -2.5848 2.1064 0.1089
28 C -1.9436 -1.1753 0.5872
29 C -2.6211 -2.3355 0.2179
30 C -3.2390 -3.1162 1.1836
31 C -3.1676 -2.7564 2.5212
32 C -2.4869 -1.6060 2.8952
33 C -1.8822 -0.8134 1.9319
34 H -3.3149 -0.2999 -1.7647
35 H -2.0770 -1.2051 -2.6575
36 H -2.1117 0.5605 -2.7577
37 H 0.8036 1.8891 0.0720
38 H 0.5684 4.1964 0.8781
39 H -1.6772 5.1761 1.1993
40 H -3.6947 3.8333 0.7136
41 H -3.4749 1.5190 -0.0845
42 H -2.6689 -2.6391 -0.8204
43 H -3.7709 -4.0114 0.8887
44 H -3.6497 -3.3681 3.2721
45 H -2.4413 -1.3164 3.9366
46 H -1.3915 0.1065 2.2275
47 C 0.2826 2.8521 -5.1875
48 C 0.3598 1.8729 -4.1079
49 N 0.4220 1.0948 -3.2684
50 H 0.1975 2.3325 -6.1399
51 H 1.1815 3.4653 -5.1892
52 H -0.5880 3.4890 -5.0435

Values from the calculation:
**Total charge**: +1
**ΔE to the lowest compared entry with this formula, charge and spin**: 0.000 eV
**Calculated total energy**: -7061.999606 Ha
**Orbital gap**: 0.2528 Ha

Quick look at the Mulliken charges, all values in e: number 1, Sn, carries 0.746; number 2, O, carries -0.473; number 3, C, carries 0.490; number 4, O, carries -0.428; number 5, C, carries -0.462; number 6, O, carries -0.303; number 7, C, carries -0.564; number 8, C, carries 1.138; number 9, O, carries -0.684; number 10, O, carries -0.220; number 11, H, carries 0.378; number 12, H, carries 0.374; number 13, H, carries 0.400; number 14, H, carries 0.441; number 15, H, carries 0.011; number 16, Se, carries -0.263; number 17, Te, carries 0.437; number 18, Te, carries -0.179; number 19, Se, carries -0.264; number 20, C, carries -1.588; number 21, P, carries 0.990; number 22, C, carries 0.202; number 23, C, carries 0.187; number 24, C, carries -0.765; number 25, C, carries -0.501; number 26, C, carries -0.752; number 27, C, carries -0.329; number 28, C, carries 0.888; number 29, C, carries -0.865; number 30, C, carries -0.602; number 31, C, carries -0.475; number 32, C, carries -0.855; number 33, C, carries -0.425; number 34, H, carries 0.507; number 35, H, carries 0.479; number 36, H, carries 0.375; number 37, H, carries 0.035; number 38, H, carries 0.436; number 39, H, carries 0.406; number 40, H, carries 0.432; number 41, H, carries 0.329; number 42, H, carries 0.413; number 43, H, carries 0.498; number 44, H, carries 0.420; number 45, H, carries 0.446; number 46, H, carries 0.474; number 47, C, carries -0.988; number 48, C, carries 0.325; number 49, N, carries -0.194; number 50, H, carries 0.309; number 51, H, carries 0.311; number 52, H, carries 0.298